The following is a quantum chemistry calculation of a gas-phase ion, C3H6NO2S (charge -1), from the OMol25 dataset.

## Properties
molar mass = 120.2 g/mol
calculated total energy = -721.304123 a.u.
max |F| = 4.0 eV/A
HOMO-LUMO gap = 7.6863 eV
HOMO level = -3.638 eV
relative energy (zero: lowest compared OMol25 entry of this formula, charge and spin) = 274.3 kJ/mol
net charge = -1

Positions of all 13 atoms, in Å:
C1 0.098 -1.236 0.185
C2 0.542 0.175 0.388
C3 1.666 0.855 -0.343
N1 -0.552 -0.203 -0.538
O1 -3.142 -0.902 -0.337
O2 -2.519 1.408 -0.009
S1 -2.199 0.038 0.387
H1 0.687 -1.901 -0.277
H2 -0.430 -1.775 0.917
H3 0.120 0.515 1.260
H4 1.597 0.601 -1.481
H5 2.698 0.424 0.050
H6 1.435 2.003 -0.201

The following is a quantum chemistry calculation of a molecular structure, C3H6NO2S, from the OMol25 dataset.

## Properties
molar mass = 120.2 g/mol
calculated total energy = -721.373688 a.u.
max |F| = 3.5 eV/A
HOMO-LUMO gap = 7.5535 eV
HOMO level = -3.678 eV
relative energy (zero: lowest compared OMol25 entry of this formula, charge and spin) = 91.7 kJ/mol
net charge = -1

Positions of all 13 atoms, in Å:
C1 0.977 0.120 1.079
C2 0.761 -0.444 -1.364
C3 -1.249 0.012 0.004
N1 0.223 -0.008 -0.091
O1 0.375 0.292 2.236
O2 2.165 -0.122 1.010
S1 -1.848 1.431 1.101
H1 0.273 -1.426 -1.689
H2 0.605 0.287 -2.304
H3 1.881 -0.303 -1.302
H4 -1.874 0.348 -0.982
H5 -1.689 -0.948 0.253
H6 -0.602 0.762 2.050

The following is a quantum chemistry calculation of a molecular structure, C3H6NO2S, from the OMol25 dataset.

## Properties
molar mass = 120.2 g/mol
calculated total energy = -721.192276 a.u.
max |F| = 4.1 eV/A
HOMO-LUMO gap (alpha / beta) = 5.5625 / 5.5633 eV
HOMO level (alpha / beta) = -2.017 / -2.018 eV
relative energy (zero: lowest compared OMol25 entry of this formula, charge and spin) = 568.0 kJ/mol
net charge = -1

Positions of all 13 atoms, in Å:
C1 0.526 -0.466 0.398
C2 -0.479 -0.984 -0.553
C3 -0.333 1.656 -0.270
N1 1.228 0.612 -0.340
O1 2.151 1.221 0.278
O2 -2.262 0.539 0.962
S1 -1.638 0.496 -0.377
H1 0.012 -0.086 1.363
H2 1.196 -1.340 0.820
H3 -0.041 -1.155 -1.499
H4 -1.101 -1.807 -0.246
H5 -0.366 2.127 0.656
H6 -0.243 2.346 -1.173

The following is a quantum chemistry calculation of a gas-phase ion, C3H6NO2S (charge +1), from the OMol25 dataset.

## Properties
molar mass = 120.2 g/mol
calculated total energy = -721.067647 a.u.
max |F| = 1.3 eV/A
HOMO-LUMO gap = 8.3965 eV
HOMO level = -12.834 eV
relative energy (zero: lowest compared OMol25 entry of this formula, charge and spin) = 9.5 kJ/mol
net charge = +1

Positions of all 13 atoms, in Å:
O1 0.279 -2.782 0.381
C1 0.744 -1.672 -0.082
N1 0.190 -0.549 0.270
C2 0.531 0.821 -0.097
C3 -0.683 1.771 -0.106
O2 -1.815 1.103 0.113
S1 -0.607 3.385 -0.332
H1 0.723 -3.591 0.074
H2 1.589 -1.644 -0.770
H3 -0.623 -0.603 0.889
H4 1.020 0.847 -1.074
H5 1.239 1.223 0.638
H6 -2.588 1.692 0.096

The following is a quantum chemistry calculation of a gas-phase ion, C3H6NO3 (charge +1), from the OMol25 dataset.

## Properties
molar mass = 104.1 g/mol
calculated total energy = -398.104224 a.u.
max |F| = 4.4 eV/A
HOMO-LUMO gap = 10.3819 eV
HOMO level = -14.493 eV
relative energy (zero: lowest compared OMol25 entry of this formula, charge and spin) = 96.2 kJ/mol
net charge = +1

Positions of all 13 atoms, in Å:
N1 0.699 -0.873 1.756
C1 0.869 -0.149 0.555
C2 -0.314 0.161 -0.087
O1 -1.500 -0.159 0.471
C3 -0.565 0.733 -1.508
O2 -1.719 0.653 -1.930
O3 0.430 1.256 -2.202
H1 -0.237 -1.404 1.771
H2 0.876 -0.191 2.453
H3 1.378 -1.625 1.976
H4 1.912 0.138 0.227
H5 -2.165 0.001 -0.260
H6 0.336 1.460 -3.224

The following is a quantum chemistry calculation of 2 unconnected molecules or ions with the total composition C3H6NO4, from the OMol25 dataset.

## Properties
expectation value of S² = 0.754
molar mass = 120.1 g/mol
calculated total energy = -473.545713 a.u.
multiplicity = 2
max |F| = 3.0 eV/A
HOMO-LUMO gap (alpha / beta) = 11.0747 / 6.8470 eV
HOMO level (alpha / beta) = -10.696 / -10.679 eV
relative energy (zero: lowest compared OMol25 entry of this formula, charge and spin) = 93.9 kJ/mol

Positions of all 14 atoms, in Å:
O1 -0.946 1.552 2.331
C1 -0.314 0.909 1.543
C2 -0.910 -0.186 0.680
N1 0.168 -0.845 -0.046
C3 -0.258 -1.671 -1.149
O2 0.658 -2.576 -1.324
O3 -1.305 -1.492 -1.698
H1 0.784 1.061 1.482
H2 -1.399 -0.886 1.373
H3 -1.727 0.113 0.052
H4 0.899 -1.285 0.504
H5 1.192 2.515 -1.178
H6 1.532 1.035 -0.966
O4 1.627 1.754 -1.602

The following is a quantum chemistry calculation of a molecular structure, C3H6NO6S2Sn, from the OMol25 dataset.

## Properties
molar mass = 334.9 g/mol
calculated total energy = -1634.310911 a.u.
max |F| = 7.8 eV/A
HOMO-LUMO gap = 5.1456 eV
HOMO level = -12.954 eV
net charge = +1

Positions of all 19 atoms, in Å:
O1 -0.485 1.068 -3.828
C1 0.036 0.757 -2.746
O2 1.449 0.907 -2.630
C2 -0.930 0.241 -1.576
C3 -0.261 0.358 -0.124
S1 -0.128 -1.238 0.802
O3 -1.134 -2.268 0.254
O4 1.254 -1.835 0.456
N1 -0.406 -1.131 2.462
S2 0.249 0.303 3.155
O5 -0.645 0.631 4.337
O6 1.653 0.170 3.659
H1 1.656 1.735 -2.131
H2 -1.827 0.964 -1.579
H3 -1.371 -0.794 -1.810
H4 0.802 0.795 -0.174
H5 -0.869 1.096 0.499
H6 0.201 1.416 2.323
Sn1 0.755 -3.175 -1.348

The following is a quantum chemistry calculation of a single C3H6NOP molecule, from the OMol25 dataset.

## Properties
molar mass = 103.1 g/mol
calculated total energy = -589.222153 a.u.
max |F| = 3.7 eV/A
HOMO-LUMO gap = 10.3003 eV
HOMO level = -9.725 eV
relative energy (zero: lowest compared OMol25 entry of this formula, charge and spin) = 63.1 kJ/mol

Positions of all 12 atoms, in Å:
C1 -1.485 -0.213 0.346
C2 -0.184 0.390 -0.271
C3 0.699 -0.230 -1.283
N1 1.177 -0.152 0.024
P1 2.308 -0.028 1.184
O1 1.719 0.795 2.192
H1 -2.347 0.388 0.425
H2 -1.273 -0.425 1.430
H3 -1.831 -1.140 -0.203
H4 -0.246 1.448 -0.131
H5 0.425 -1.268 -1.643
H6 1.040 0.435 -2.068

The following is a quantum chemistry calculation of 2 unconnected molecules or ions with the total composition C3H6NOS, from the OMol25 dataset.

## Properties
molar mass = 104.2 g/mol
calculated total energy = -646.002067 a.u.
max |F| = 2.9 eV/A
HOMO-LUMO gap (alpha / beta) = 6.6833 / 6.6848 eV
HOMO level (alpha / beta) = -2.770 / -2.770 eV
relative energy (zero: lowest compared OMol25 entry of this formula, charge and spin) = 429.7 kJ/mol
net charge = -1

Positions of all 12 atoms, in Å:
C1 0.585 -2.533 0.637
C2 0.492 -1.215 0.723
C3 -0.628 -0.409 0.187
N1 -0.525 3.594 -0.896
O1 0.490 4.285 -0.655
S1 0.021 0.638 -1.157
H1 1.447 -3.074 0.989
H2 -0.202 -3.120 0.191
H3 1.298 -0.630 1.147
H4 -1.039 0.260 0.946
H5 -1.420 -1.043 -0.224
H6 -0.519 3.250 -1.888

The following is a quantum chemistry calculation of a molecular structure, C3H6NS, from the OMol25 dataset.

## Properties
molar mass = 88.2 g/mol
calculated total energy = -570.415012 a.u.
max |F| = 5.6 eV/A
HOMO-LUMO gap = 8.5073 eV
HOMO level = -13.419 eV
relative energy (zero: lowest compared OMol25 entry of this formula, charge and spin) = 270.3 kJ/mol
net charge = +1

Positions of all 11 atoms, in Å:
C1 0.157 1.258 0.459
C2 1.374 1.775 0.173
C3 0.437 -0.149 0.225
N1 -0.412 -1.034 -0.682
S1 2.204 0.233 -0.236
H1 -0.612 1.890 0.831
H2 1.792 2.668 0.127
H3 -0.079 -0.840 1.723
H4 -1.295 -0.593 -0.550
H5 -0.214 -2.025 -0.460
H6 0.057 -0.859 -1.532

- max |F| of number 4 (C3H6NO2S)?
  1.3 eV/A

- Among the records above, which one has the highest max |F|?
  C3H6NO6S2Sn